Here is a cluster of 11 separate species, C35H96F9N8O17S3 in total in a non-equilibrium geometry from the OMol25 dataset. Energies are from ωB97M-V/def2-TZVPD.

For the largest force on an atom, the calculation gives 4.5 eV Å⁻¹. The calculation puts the LUMO energy at -10.0 eV. The calculated total energy comes out at -141489.3483 eV. The HOMO energy comes out at -18.224 eV. As for the net charge: +5. The energy above the lowest of the compared OMol25 structures with the same formula, charge and spin comes out at 0.0 kcal per mole. The HOMO-LUMO gap comes out at 0.3010 Eh.

Last columns: bonded neighbours and bond lengths (Å).
Atoms and positions in Å:
1 C 18.46 -2.23 -7.01  C2 1.577, H10 1.090, H11 1.090, H12 1.090
2 C 19.84 -1.85 -7.67  C1 1.577, C3 1.541, N6 1.602, H13 1.090
3 C 21.02 -2.82 -7.45  C2 1.541, O4 1.444, H14 1.090, H15 1.090
4 O 20.68 -4.09 -8.05  C3 1.444, C5 1.425
5 C 21.65 -5.08 -7.72  O4 1.425, H16 1.090, H17 1.090, H18 1.090
6 N 19.51 -1.75 -9.23  C2 1.602, H7 1.010, H8 1.010, H9 1.010
7 H 20.24 -1.30 -9.78  N6 1.010
8 H 19.22 -2.66 -9.58  N6 1.010
9 H 18.71 -1.14 -9.31  N6 1.010
10 H 18.17 -3.28 -6.98  C1 1.090
11 H 17.50 -1.72 -7.11  C1 1.090
12 H 18.59 -1.91 -5.97  C1 1.090
13 H 20.14 -0.81 -7.60  C2 1.090
14 H 21.23 -2.95 -6.39  C3 1.090
15 H 21.96 -2.48 -7.90  C3 1.090
16 H 21.41 -6.05 -8.15  C5 1.090
17 H 21.54 -5.20 -6.64  C5 1.090
18 H 22.66 -4.72 -7.93  C5 1.090
19 C 17.15 -10.60 -1.42  C20 1.564, H28 1.090, H29 1.090, H30 1.090
20 C 17.37 -9.08 -1.70  C19 1.564, C21 1.570, N24 1.535, H31 1.090
21 C 16.10 -8.19 -1.93  C20 1.570, O22 1.412, H32 1.090, H33 1.090
22 O 16.61 -6.90 -2.19  C21 1.412, C23 1.380
23 C 15.73 -6.13 -2.93  O22 1.380, H34 1.090, H35 1.090, H36 1.090
24 N 18.07 -8.52 -0.45  C20 1.535, H25 1.010, H26 1.010, H27 1.010
25 H 18.78 -9.21 -0.23  N24 1.010
26 H 18.42 -7.58 -0.60  N24 1.010
27 H 17.31 -8.49 0.21  N24 1.010
28 H 17.16 -11.06 -2.41  C19 1.090
29 H 16.18 -10.86 -0.99  C19 1.090
30 H 17.97 -11.15 -0.95  C19 1.090
31 H 18.08 -8.86 -2.50  C20 1.090
32 H 15.41 -8.15 -1.08  C21 1.090
33 H 15.60 -8.63 -2.79  C21 1.090
34 H 16.24 -5.38 -3.54  C23 1.090
35 H 15.16 -5.57 -2.19  C23 1.090
36 H 15.01 -6.56 -3.63  C23 1.090
37 C 18.11 -6.23 -6.23  C38 1.534, H46 1.090, H47 1.090, H48 1.090
38 C 16.99 -6.68 -7.18  C37 1.534, C39 1.551, N42 1.546, H49 1.090
39 C 16.25 -7.92 -6.61  C38 1.551, O40 1.439, H50 1.090, H51 1.090
40 O 14.94 -8.17 -7.15  C39 1.439, C41 1.433
41 C 14.18 -9.23 -6.55  O40 1.433, H52 1.090, H53 1.090, H54 1.090
42 N 15.94 -5.56 -7.35  C38 1.546, H43 1.010, H44 1.010, H45 1.010
43 H 15.98 -5.00 -8.19  N42 1.010
44 H 15.08 -6.08 -7.41  N42 1.010
45 H 15.80 -4.91 -6.58  N42 1.010
46 H 18.82 -7.04 -6.09  C37 1.090
47 H 17.75 -5.77 -5.31  C37 1.090
48 H 18.71 -5.52 -6.80  C37 1.090
49 H 17.29 -6.96 -8.19  C38 1.090
50 H 16.17 -7.87 -5.52  C39 1.090
51 H 16.88 -8.81 -6.70  C39 1.090
52 H 13.47 -9.70 -7.24  C41 1.090
53 H 13.61 -8.98 -5.65  C41 1.090
54 H 14.87 -10.05 -6.37  C41 1.090
55 C 22.39 -7.10 2.20  C56 1.506, H64 1.090, H65 1.090, H66 1.090
56 C 21.43 -6.21 2.94  C55 1.506, C57 1.533, N60 1.591, H67 1.090
57 C 20.00 -6.12 2.38  C56 1.533, O58 1.447, H68 1.090, H69 1.090
58 O 19.14 -5.33 3.23  C57 1.447, C59 1.360
59 C 17.95 -5.05 2.63  O58 1.360, H70 1.090, H71 1.090, H72 1.090
60 N 21.34 -6.92 4.36  C56 1.591, H61 1.010, H62 1.010, H63 1.010
61 H 20.90 -7.83 4.30  N60 1.010
62 H 22.27 -7.08 4.72  N60 1.010
63 H 20.83 -6.40 5.05  N60 1.010
64 H 22.51 -6.51 1.29  C55 1.090
65 H 21.97 -8.07 1.94  C55 1.090
66 H 23.38 -6.98 2.66  C55 1.090
67 H 21.81 -5.20 3.10  C56 1.090
68 H 19.49 -7.07 2.51  C57 1.090
69 H 19.96 -5.80 1.34  C57 1.090
70 H 17.87 -4.63 1.63  C59 1.090
71 H 17.42 -4.43 3.35  C59 1.090
72 H 17.37 -5.96 2.52  C59 1.090
73 C 25.28 -9.18 0.05  C74 1.516, H82 1.090, H83 1.090, H84 1.090
74 C 24.84 -10.12 -1.06  C73 1.516, C75 1.523, N78 1.548, H85 1.090
75 C 25.18 -11.59 -0.88  C74 1.523, O76 1.405, H86 1.090, H87 1.090
76 O 24.50 -12.35 -1.85  C75 1.405, C77 1.375
77 C 24.77 -13.68 -2.06  O76 1.375, H88 1.090, H89 1.090, H90 1.090
78 N 23.31 -9.98 -1.26  C74 1.548, H79 1.010, H80 1.010, H81 1.010
79 H 23.09 -10.41 -2.15  N78 1.010
80 H 22.69 -10.38 -0.58  N78 1.010
81 H 23.03 -9.02 -1.45  N78 1.010
82 H 24.77 -8.23 -0.11  C73 1.090
83 H 26.35 -9.05 -0.03  C73 1.090
84 H 25.00 -9.51 1.05  C73 1.090
85 H 25.36 -9.75 -1.94  C74 1.090
86 H 24.95 -11.94 0.13  C75 1.090
87 H 26.25 -11.58 -1.10  C75 1.090
88 H 24.99 -14.06 -1.06  C77 1.090
89 H 25.66 -13.62 -2.68  C77 1.090
90 H 24.03 -14.13 -2.72  C77 1.090
91 C 25.17 -4.70 -2.20  C92 1.545, H100 1.090, H101 1.090, H102 1.090
92 C 25.24 -4.31 -0.70  C91 1.545, C93 1.499, N96 1.594, H103 1.090
93 C 26.53 -3.76 -0.17  C92 1.499, O94 1.419, H104 1.090, H105 1.090
94 O 26.35 -3.67 1.23  C93 1.419, C95 1.393
95 C 27.39 -3.12 1.98  O94 1.393, H106 1.090, H107 1.090, H108 1.090
96 N 23.97 -3.42 -0.35  C92 1.594, H97 1.010, H98 1.010, H99 1.010
97 H 23.98 -3.18 0.63  N96 1.010
98 H 24.18 -2.60 -0.89  N96 1.010
99 H 23.07 -3.86 -0.47  N96 1.010
100 H 25.02 -3.90 -2.92  C91 1.090
101 H 24.25 -5.26 -2.40  C91 1.090
102 H 26.12 -5.14 -2.50  C91 1.090
103 H 24.86 -5.21 -0.21  C92 1.090
104 H 26.72 -2.85 -0.74  C93 1.090
105 H 27.39 -4.39 -0.39  C93 1.090
106 H 26.91 -2.78 2.89  C95 1.090
107 H 27.86 -2.24 1.55  C95 1.090
108 H 28.16 -3.82 2.32  C95 1.090
109 C 24.89 -7.75 -4.79  C110 1.534, H118 1.090, H119 1.090, H120 1.090
110 C 24.24 -6.86 -5.86  C109 1.534, C111 1.546, N114 1.534, H121 1.090
111 C 25.31 -6.15 -6.72  C110 1.546, O112 1.413, H122 1.090, H123 1.090
112 O 24.93 -5.52 -7.93  C111 1.413, C113 1.468
113 C 25.89 -4.73 -8.71  O112 1.468, H124 1.090, H125 1.090, H126 1.090
114 N 23.40 -7.78 -6.76  C110 1.534, H115 1.010, H116 1.010, H117 1.010
115 H 23.10 -7.38 -7.63  N114 1.010
116 H 23.80 -8.71 -6.79  N114 1.010
117 H 22.56 -7.94 -6.22  N114 1.010
118 H 24.24 -8.38 -4.19  C109 1.090
119 H 25.34 -7.07 -4.07  C109 1.090
120 H 25.84 -8.18 -5.09  C109 1.090
121 H 23.46 -6.18 -5.52  C110 1.090
122 H 26.24 -6.67 -6.95  C111 1.090
123 H 25.79 -5.39 -6.11  C111 1.090
124 H 25.58 -4.39 -9.70  C113 1.090
125 H 26.79 -5.32 -8.90  C113 1.090
126 H 25.92 -3.88 -8.03  C113 1.090
127 C 18.43 -3.84 -0.82  C128 1.493, H136 1.090, H137 1.090, H138 1.090
128 C 18.99 -2.59 -1.42  C127 1.493, C129 1.505, N132 1.571, H139 1.090
129 C 18.04 -1.72 -2.21  C128 1.505, O130 1.480, H140 1.090, H141 1.090
130 O 18.65 -0.46 -2.68  C129 1.480, C131 1.467
131 C 17.81 0.27 -3.64  O130 1.467, H142 1.090, H143 1.090, H144 1.090
132 N 19.78 -1.79 -0.34  C128 1.571, H133 1.010, H134 1.010, H135 1.010
133 H 19.15 -1.45 0.37  N132 1.010
134 H 20.44 -2.27 0.26  N132 1.010
135 H 20.31 -1.08 -0.83  N132 1.010
136 H 19.13 -4.44 -0.24  C127 1.090
137 H 17.97 -4.46 -1.59  C127 1.090
138 H 17.60 -3.62 -0.15  C127 1.090
139 H 19.88 -2.68 -2.04  C128 1.090
140 H 17.06 -1.49 -1.80  C129 1.090
141 H 17.68 -2.40 -2.98  C129 1.090
142 H 16.81 0.55 -3.34  C131 1.090
143 H 17.66 -0.34 -4.53  C131 1.090
144 H 18.07 1.27 -4.01  C131 1.090
145 C 19.57 -10.66 -4.60  F146 1.356, F147 1.316, F148 1.344, S149 2.063
146 F 19.58 -10.73 -3.25  C145 1.356
147 F 19.41 -11.87 -5.11  C145 1.316
148 F 18.64 -9.84 -5.11  C145 1.344
149 S 21.48 -10.00 -5.04  C145 2.063, O150 1.499, O151 1.458, O152 1.458
150 O 22.35 -10.70 -4.05  S149 1.499
151 O 21.76 -10.49 -6.38  S149 1.458
152 O 21.51 -8.54 -5.02  S149 1.458
153 C 22.15 -1.51 -4.18  F154 1.334, F155 1.328, F156 1.331, S157 1.936
154 F 21.17 -0.84 -4.79  C153 1.334
155 F 21.66 -2.70 -3.86  C153 1.328
156 F 23.15 -1.80 -5.00  C153 1.331
157 S 22.81 -0.52 -2.65  C153 1.936, O158 1.482, O159 1.476, O160 1.465
158 O 24.00 -1.25 -2.16  S157 1.482
159 O 23.16 0.83 -3.14  S157 1.476
160 O 21.66 -0.49 -1.75  S157 1.465
161 C 20.72 -5.82 -3.42  F162 1.387, F163 1.288, F164 1.335, S165 1.925
162 F 21.91 -5.48 -4.05  C161 1.387
163 F 19.98 -4.76 -3.48  C161 1.288
164 F 20.06 -6.79 -4.05  C161 1.335
165 S 21.13 -6.27 -1.59  C161 1.925, O166 1.485, O167 1.492, O168 1.493
166 O 19.78 -6.47 -0.99  S165 1.485
167 O 21.96 -7.50 -1.66  S165 1.492
168 O 21.88 -5.11 -1.02  S165 1.493

Here is a cluster of 11 separate species, C36H101N7O11 in total in a non-equilibrium geometry from the OMol25 dataset. Energies are from ωB97M-V/def2-TZVPD.

For the largest force on an atom, the calculation gives 4.0 eV Å⁻¹. The calculation puts the LUMO energy at 0.2 eV. The calculated total energy comes out at -71913.0288 eV. The HOMO energy comes out at -9.111 eV. The energy above the lowest of the compared OMol25 structures with the same formula, charge and spin comes out at 142.5 kcal per mole. The HOMO-LUMO gap comes out at 0.3431 Eh.

Last columns: bonded neighbours and bond lengths (Å).
Atoms and positions in Å:
1 C 0.44 -4.43 -9.23  C2 1.579, H7 1.090, H8 1.090, H9 1.090
2 C -0.61 -4.83 -10.33  C1 1.579, C3 1.531, N6 1.464, H10 1.090
3 C -0.07 -4.67 -11.76  C2 1.531, O4 1.425, H11 1.090, H12 1.090
4 O -1.15 -4.79 -12.69  C3 1.425, C5 1.380
5 C -0.71 -4.75 -14.00  O4 1.380, H13 1.090, H14 1.090, H15 1.090
6 N -1.11 -6.15 -9.96  C2 1.464, H16 1.010, H17 1.010
7 H 0.64 -3.37 -9.41  C1 1.090
8 H 1.32 -5.04 -9.44  C1 1.090
9 H 0.05 -4.56 -8.22  C1 1.090
10 H -1.43 -4.15 -10.12  C2 1.090
11 H 0.69 -5.42 -11.94  C3 1.090
12 H 0.39 -3.68 -11.82  C3 1.090
13 H -0.36 -3.79 -14.37  C5 1.090
14 H -1.56 -5.16 -14.55  C5 1.090
15 H 0.06 -5.51 -14.17  C5 1.090
16 H -1.71 -6.42 -10.74  N6 1.010
17 H -0.32 -6.78 -10.03  N6 1.010
18 C -4.54 4.50 7.24  C19 1.529, H24 1.090, H25 1.090, H26 1.090
19 C -4.35 5.49 8.38  C18 1.529, C20 1.546, N23 1.464, H27 1.090
20 C -5.46 5.45 9.46  C19 1.546, O21 1.449, H28 1.090, H29 1.090
21 O -5.08 6.37 10.50  C20 1.449, C22 1.380
22 C -5.93 6.55 11.57  O21 1.380, H30 1.090, H31 1.090, H32 1.090
23 N -3.07 5.06 8.95  C19 1.464, H33 1.010, H34 1.010
24 H -3.98 4.93 6.41  C18 1.090
25 H -5.59 4.37 6.97  C18 1.090
26 H -4.09 3.56 7.56  C18 1.090
27 H -4.40 6.50 7.96  C19 1.090
28 H -5.64 4.42 9.77  C20 1.090
29 H -6.34 5.85 8.95  C20 1.090
30 H -6.27 5.58 11.94  C22 1.090
31 H -6.77 7.21 11.34  C22 1.090
32 H -5.35 7.01 12.38  C22 1.090
33 H -2.76 5.81 9.54  N23 1.010
34 H -3.30 4.24 9.49  N23 1.010
35 C -1.10 1.16 0.98  C36 1.574, H41 1.090, H42 1.090, H43 1.090
36 C -1.44 -0.32 0.57  C35 1.574, C37 1.534, N40 1.451, H44 1.090
37 C -0.32 -1.02 -0.21  C36 1.534, O38 1.443, H45 1.090, H46 1.090
38 O -0.04 -0.28 -1.42  C37 1.443, C39 1.447
39 C 1.17 -0.83 -1.99  O38 1.447, H47 1.090, H48 1.090, H49 1.090
40 N -1.70 -1.11 1.76  C36 1.451, H50 1.010, H51 1.010
41 H -2.06 1.64 1.14  C35 1.090
42 H -0.62 1.71 0.17  C35 1.090
43 H -0.49 1.22 1.88  C35 1.090
44 H -2.25 -0.29 -0.16  C36 1.090
45 H -0.67 -1.97 -0.61  C37 1.090
46 H 0.59 -1.10 0.39  C37 1.090
47 H 0.87 -1.71 -2.57  C39 1.090
48 H 1.89 -1.13 -1.23  C39 1.090
49 H 1.69 -0.12 -2.64  C39 1.090
50 H -2.37 -0.71 2.40  N40 1.010
51 H -0.89 -1.14 2.36  N40 1.010
52 C 0.93 2.61 -8.33  C53 1.545, H58 1.090, H59 1.090, H60 1.090
53 C 0.08 2.93 -9.58  C52 1.545, C54 1.569, N57 1.480, H61 1.090
54 C 0.89 3.55 -10.78  C53 1.569, O55 1.435, H62 1.090, H63 1.090
55 O 0.46 4.91 -10.88  C54 1.435, C56 1.393
56 C 1.38 5.83 -11.38  O55 1.393, H64 1.090, H65 1.090, H66 1.090
57 N -0.41 1.59 -9.97  C53 1.480, H67 1.010, H68 1.010
58 H 1.53 3.50 -8.12  C52 1.090
59 H 1.58 1.77 -8.57  C52 1.090
60 H 0.29 2.29 -7.51  C52 1.090
61 H -0.69 3.66 -9.35  C53 1.090
62 H 0.71 3.19 -11.79  C54 1.090
63 H 1.96 3.52 -10.56  C54 1.090
64 H 1.84 6.33 -10.53  C56 1.090
65 H 0.82 6.67 -11.80  C56 1.090
66 H 2.01 5.36 -12.13  C56 1.090
67 H -0.96 1.72 -10.81  N57 1.010
68 H -0.98 1.13 -9.27  N57 1.010
69 C 7.83 1.21 4.06  C70 1.598, H75 1.090, H76 1.090, H77 1.090
70 C 7.26 -0.13 4.71  C69 1.598, C71 1.579, N74 1.508, H78 1.090
71 C 7.62 -0.19 6.24  C70 1.579, O72 1.412, H79 1.090, H80 1.090
72 O 8.93 0.10 6.66  C71 1.412, C73 1.430
73 C 9.71 -1.10 6.70  O72 1.430, H81 1.090, H82 1.090, H83 1.090
74 N 5.76 -0.11 4.53  C70 1.508, H84 1.010, H85 1.010
75 H 8.81 1.33 4.52  C69 1.090
76 H 7.25 2.12 4.23  C69 1.090
77 H 8.10 1.12 3.01  C69 1.090
78 H 7.82 -0.87 4.13  C70 1.090
79 H 7.32 -1.10 6.75  C71 1.090
80 H 7.10 0.66 6.68  C71 1.090
81 H 10.66 -0.88 7.19  C73 1.090
82 H 10.03 -1.55 5.76  C73 1.090
83 H 9.25 -1.85 7.34  C73 1.090
84 H 5.40 0.79 4.83  N74 1.010
85 H 5.49 -0.24 3.56  N74 1.010
86 C -5.03 0.08 -5.43  C87 1.599, H92 1.090, H93 1.090, H94 1.090
87 C -6.03 1.21 -5.97  C86 1.599, C88 1.590, N91 1.433, H95 1.090
88 C -7.03 1.51 -4.77  C87 1.590, O89 1.438, H96 1.090, H97 1.090
89 O -8.02 2.40 -5.31  C88 1.438, C90 1.400
90 C -8.71 3.15 -4.35  O89 1.400, H98 1.090, H99 1.090, H100 1.090
91 N -5.13 2.30 -6.22  C87 1.433, H101 1.010, H102 1.010
92 H -5.55 -0.88 -5.50  C86 1.090
93 H -4.60 0.20 -4.44  C86 1.090
94 H -4.26 -0.07 -6.19  C86 1.090
95 H -6.53 0.99 -6.92  C87 1.090
96 H -6.59 1.97 -3.89  C88 1.090
97 H -7.58 0.61 -4.49  C88 1.090
98 H -9.40 3.85 -4.83  C90 1.090
99 H -7.93 3.62 -3.74  C90 1.090
100 H -9.28 2.56 -3.64  C90 1.090
101 H -4.68 2.56 -5.35  N91 1.010
102 H -5.67 3.10 -6.50  N91 1.010
103 C 4.44 6.18 6.59  C104 1.541, H109 1.090, H110 1.090, H111 1.090
104 C 2.99 5.91 6.15  C103 1.541, C105 1.495, N108 1.406, H112 1.090
105 C 2.96 4.52 5.59  C104 1.495, O106 1.434, H113 1.090, H114 1.090
106 O 3.50 4.36 4.27  C105 1.434, C107 1.403
107 C 3.06 5.25 3.28  O106 1.403, H115 1.090, H116 1.090, H117 1.090
108 N 2.19 6.17 7.27  C104 1.406, H118 1.010, H119 1.010
109 H 5.04 5.90 5.72  C103 1.090
110 H 4.84 5.55 7.39  C103 1.090
111 H 4.69 7.23 6.75  C103 1.090
112 H 2.79 6.72 5.45  C104 1.090
113 H 1.95 4.15 5.78  C105 1.090
114 H 3.53 3.88 6.26  C105 1.090
115 H 3.54 4.97 2.34  C107 1.090
116 H 3.50 6.19 3.62  C107 1.090
117 H 1.98 5.36 3.20  C107 1.090
118 H 2.55 6.99 7.74  N108 1.010
119 H 1.24 6.47 7.09  N108 1.010
120 C 2.70 -5.32 5.54  C121 1.541, H123 1.090, H124 1.090, H125 1.090
121 C 2.00 -4.37 4.56  C120 1.541, O122 1.392, H126 1.090, H127 1.090
122 O 1.55 -3.23 5.22  C121 1.392, H128 0.960
123 H 3.13 -6.21 5.07  C120 1.090
124 H 1.98 -5.52 6.34  C120 1.090
125 H 3.41 -4.72 6.11  C120 1.090
126 H 1.08 -4.84 4.20  C121 1.090
127 H 2.70 -4.13 3.76  C121 1.090
128 H 2.23 -2.57 5.04  O122 0.960
129 C 7.14 -3.24 -1.30  C130 1.506, H132 1.090, H133 1.090, H134 1.090
130 C 8.53 -3.82 -1.33  C129 1.506, O131 1.402, H135 1.090, H136 1.090
131 O 8.52 -5.23 -1.34  C130 1.402, H137 0.960
132 H 7.01 -2.16 -1.26  C129 1.090
133 H 6.31 -3.70 -0.76  C129 1.090
134 H 6.75 -3.32 -2.31  C129 1.090
135 H 9.04 -3.51 -0.42  C130 1.090
136 H 9.09 -3.42 -2.17  C130 1.090
137 H 9.28 -5.68 -0.98  O131 0.960
138 C -5.54 -5.20 0.28  C139 1.499, H141 1.090, H142 1.090, H143 1.090
139 C -5.60 -6.08 1.50  C138 1.499, O140 1.386, H144 1.090, H145 1.090
140 O -6.92 -6.34 1.82  C139 1.386, H146 0.960
141 H -6.02 -5.63 -0.59  C138 1.090
142 H -4.49 -5.12 0.01  C138 1.090
143 H -5.97 -4.20 0.37  C138 1.090
144 H -5.10 -5.50 2.27  C139 1.090
145 H -4.98 -6.97 1.44  C139 1.090
146 H -7.49 -6.73 1.14  O140 0.960
147 C -3.06 -6.01 7.24  C148 1.598, H150 1.090, H151 1.090, H152 1.090
148 C -3.99 -7.24 6.84  C147 1.598, O149 1.417, H153 1.090, H154 1.090
149 O -3.76 -8.20 7.86  C148 1.417, H155 0.960
150 H -2.96 -5.33 6.40  C147 1.090
151 H -2.04 -6.29 7.51  C147 1.090
152 H -3.48 -5.49 8.10  C147 1.090
153 H -3.89 -7.71 5.86  C148 1.090
154 H -4.97 -6.78 6.74  C148 1.090
155 H -4.62 -8.38 8.25  O149 0.960